Molecular formula: C19H28N2Ru
Method: DFT, ωB97M-V/def2-TZVPD

## Properties
Kohn-Sham gap (spin up / spin down): 4.71 / 6.16 eV
LUMO (spin up / spin down): 3.21 / 2.95 eV
HOMO level (spin up / spin down): -1.49 / -3.21 eV
net charge: -1
spin multiplicity: 6

Geometry as XYZ:
```
50
Properties=species:S:1:pos:R:3:forces:R:3:lowdin_spin:R:1
C -0.498958 0.243492 -3.841339 -0.708 1.972 -0.455 0.04
C 0.875612 0.543252 -3.602309 0.677 0.405 -1.624 0.12
C 0.955443 1.441682 -2.529245 1.467 1.695 0.097 0.16
C -0.346251 1.744908 -2.097591 -0.479 1.416 0.717 0.16
C -1.270911 1.021242 -2.876454 0.025 0.539 -1.869 0.13
Ru -0.203091 -0.690574 -1.934307 1.552 0.646 4.317 2.61
N -2.036744 -1.058322 -1.406554 -1.907 -2.082 -1.682 0.92
C 0.205925 -2.386880 -2.799330 -1.880 -3.014 0.218 0.10
C 1.541211 -2.051227 -2.823163 0.803 -0.669 -2.038 0.29
H 1.897312 1.883572 -2.123766 -1.029 -0.577 -0.395 0.01
H 1.710652 0.209161 -4.235997 -0.567 0.224 0.606 0.00
H -0.629762 2.456532 -1.291240 0.355 -0.865 -0.676 0.01
H -2.350345 1.036037 -2.806613 0.200 0.015 0.087 0.01
H -0.920844 -0.344906 -4.650495 0.143 0.072 0.191 0.01
H 1.909366 -1.926333 -3.861336 0.350 0.420 0.944 0.02
H -0.140428 -2.986945 -1.944416 -0.211 -0.559 -0.802 0.02
H -2.289195 -1.555900 -2.345467 -0.395 0.854 1.608 0.05
H 2.144515 -2.614255 -2.138470 0.562 0.247 0.187 0.02
H -0.518700 -2.167597 -3.596546 0.521 -1.166 -0.142 0.02
C -2.520031 1.673245 3.523716 -0.202 0.104 0.071 0.00
C -1.405049 1.665012 2.509588 0.202 0.322 -0.173 0.00
C -0.584211 2.790867 2.399657 0.195 -0.034 -0.124 0.01
C 0.505902 2.805887 1.516841 -0.467 -0.394 0.043 0.00
C 1.331071 4.059056 1.390280 0.153 0.187 0.060 0.00
C 0.800607 1.658198 0.782559 -0.328 -0.258 0.260 0.01
C -0.020819 0.491797 0.856023 0.135 0.197 0.400 0.02
C -1.171176 0.569779 1.688570 0.385 0.055 -0.128 0.01
N 0.320702 -0.673249 0.180562 1.023 0.699 0.489 0.16
C 0.494790 -1.891604 1.005550 -0.759 0.582 0.253 0.02
C 0.941264 -1.559100 2.443375 0.040 -0.076 0.339 0.01
C -0.821254 -2.676189 1.116056 0.046 -0.258 0.052 0.02
C 1.571394 -2.796511 0.415283 0.195 -0.127 -0.118 0.00
H -2.125027 1.815861 4.541495 -0.069 -0.079 -0.250 0.00
H -3.221614 2.499883 3.337419 0.106 -0.212 0.029 0.00
H -3.077168 0.732842 3.503481 0.015 0.109 0.006 0.00
H -0.789019 3.673821 3.007505 0.012 -0.134 -0.059 0.00
H 0.690922 4.924956 1.159474 0.187 -0.231 0.004 0.00
H 1.852909 4.291965 2.331388 -0.073 -0.063 -0.231 0.00
H 2.078736 3.958907 0.595203 -0.112 0.055 0.149 0.00
H 1.696870 1.631542 0.160330 -0.284 -0.080 0.101 0.00
H -1.859305 -0.271836 1.687451 0.132 0.193 0.071 0.00
H 0.151798 -1.054040 3.021319 0.351 -0.079 -0.265 0.00
H 1.174157 -2.498877 2.970107 -0.050 0.216 -0.122 0.00
H 1.841936 -0.931319 2.451135 -0.163 -0.059 -0.042 0.00
H -1.328500 -2.727551 0.148493 0.082 -0.047 0.086 0.01
H -0.606854 -3.680490 1.493791 -0.152 -0.132 0.005 0.00
H -1.498365 -2.186366 1.820013 0.022 -0.140 -0.098 0.00
H 1.199890 -3.384828 -0.430054 0.088 0.152 0.053 0.00
H 2.432193 -2.200072 0.099034 -0.117 -0.062 -0.015 0.00
H 1.908448 -3.508525 1.178999 -0.075 0.018 -0.133 0.00
```
Forces are in eV/Å.